DFT (wB97M-V/def2-TZVPD) results for C27H39BrNOPdSi as an isolated structure.

## Properties
Kohn-Sham gap: 6.6160 eV
total charge: -1
LUMO energy: 2.658 eV

Element x y z (Å)
Pd1 0.610 -1.913 1.477
C1 -1.946 -1.122 -5.699
C2 -2.327 0.107 -4.873
C3 -3.829 0.367 -5.063
C4 -1.539 1.306 -5.419
C5 -2.026 -0.089 -3.389
C6 -1.560 -1.283 -2.856
C7 -1.349 -1.380 -1.498
Br1 -0.623 -3.018 -0.816
C8 -1.588 -0.360 -0.536
O1 -1.414 -0.562 0.712
C9 -1.999 0.890 -1.118
C10 -2.224 0.958 -2.485
C11 -2.237 2.170 -0.296
C12 -1.506 3.349 -0.963
C13 -1.738 2.120 1.155
C14 -3.743 2.471 -0.269
H1 -2.141 -0.929 -6.757
H2 -2.528 -1.998 -5.406
H3 -0.886 -1.361 -5.589
H4 -4.070 0.491 -6.124
H5 -4.139 1.271 -4.536
H6 -4.413 -0.467 -4.669
H7 -1.741 1.444 -6.486
H8 -0.466 1.149 -5.286
H9 -1.806 2.230 -4.904
H10 -1.342 -2.138 -3.481
H11 -2.577 1.903 -2.886
H12 -0.436 3.139 -1.035
H13 -1.637 4.254 -0.362
H14 -1.876 3.561 -1.967
H15 -0.689 1.832 1.216
H16 -2.297 1.406 1.752
H17 -1.854 3.119 1.590
H18 -4.143 2.593 -1.278
H19 -3.940 3.389 0.293
H20 -4.282 1.652 0.212
C15 5.005 -0.946 5.148
C16 4.813 -1.767 4.013
C17 3.585 -1.833 3.420
C18 2.479 -1.086 3.898
C19 1.210 -1.149 3.242
C20 0.179 -0.441 3.825
C21 0.348 0.320 5.005
C22 1.567 0.404 5.613
C23 2.666 -0.303 5.067
C24 3.953 -0.243 5.663
H21 5.982 -0.882 5.611
H22 5.640 -2.344 3.617
H23 3.405 -2.466 2.560
H24 -0.792 -0.407 3.339
H25 -0.500 0.862 5.411
H26 1.712 1.003 6.506
H27 4.085 0.375 6.545
N1 -1.343 -2.818 2.439
H28 -1.434 -2.702 3.440
H29 -1.743 -3.701 2.150
H30 -1.832 -2.062 1.954
C25 3.032 0.654 1.129
Si1 2.421 -0.996 0.413
C26 1.963 -0.557 -1.375
C27 3.954 -2.109 0.169
H31 4.091 0.817 0.905
H32 2.903 0.713 2.210
H33 2.463 1.474 0.680
H34 2.825 -0.047 -1.824
H35 1.104 0.115 -1.431
H36 1.737 -1.438 -1.979
H37 4.846 -1.482 0.065
H38 3.840 -2.682 -0.757
H39 4.142 -2.824 0.970



DFT (wB97M-V/def2-TZVPD) results for an isolated ion of composition C27H39F2OSi and charge +1.

## Properties
Kohn-Sham gap: 6.8752 eV
total charge: +1
LUMO energy: -4.661 eV

Element x y z (Å)
C1 3.337 -2.893 -0.695
C2 2.023 -3.634 -0.965
C3 1.783 -3.843 -2.463
Si1 0.572 -2.797 -0.079
C4 -1.072 -3.364 -0.834
C5 -2.204 -2.341 -0.918
C6 -1.542 -4.632 -0.109
C7 0.614 -3.117 1.784
C8 1.052 -1.933 2.650
C9 1.455 -4.361 2.071
O1 0.828 -1.094 -0.139
C10 0.560 -0.176 -1.001
C11 0.926 1.235 -0.800
C12 1.893 1.564 -1.935
H1 4.172 -3.448 -1.147
H2 3.328 -1.889 -1.144
H3 3.554 -2.797 0.377
H4 2.077 -4.626 -0.485
H5 2.660 -4.329 -2.915
H6 0.920 -4.495 -2.650
H7 1.622 -2.887 -2.981
H8 -0.793 -3.634 -1.864
H9 -3.096 -2.827 -1.344
H10 -2.480 -1.951 0.071
H11 -1.950 -1.499 -1.574
H12 -2.363 -5.096 -0.673
H13 -0.747 -5.384 -0.008
H14 -1.920 -4.393 0.895
H15 -0.440 -3.332 2.020
H16 1.088 -2.251 3.703
H17 2.055 -1.571 2.379
H18 0.339 -1.100 2.589
H19 1.350 -4.647 3.126
H20 1.149 -5.227 1.468
H21 2.521 -4.171 1.878
H22 -0.008 -0.455 -1.896
H23 1.459 1.387 0.153
H24 2.859 1.092 -1.714
H25 1.534 1.170 -2.893
H26 2.076 2.641 -2.018
C13 -2.357 0.561 4.520
C14 -1.935 0.912 3.144
C15 -0.922 1.844 2.973
F1 -0.400 2.436 4.091
C16 -0.423 2.186 1.726
C17 -1.025 1.624 0.598
C18 -0.412 1.894 -0.776
C19 -0.435 3.387 -1.173
C20 -0.799 4.411 -0.288
C21 -0.683 5.731 -0.706
F2 -0.928 6.735 0.195
C22 -0.323 6.095 -1.995
C23 -0.233 7.529 -2.381
C24 -0.064 5.062 -2.900
C25 -0.141 3.735 -2.501
C26 -2.087 0.739 0.738
C27 -2.525 0.366 2.005
H27 -3.027 -0.300 4.499
H28 -1.495 0.318 5.153
H29 -2.897 1.388 4.994
H30 0.399 2.902 1.637
H31 -1.049 1.382 -1.516
H32 -1.140 4.213 0.725
H33 -0.048 7.603 -3.455
H34 -1.155 8.079 -2.159
H35 0.590 8.038 -1.865
H36 0.189 5.316 -3.932
H37 0.041 2.950 -3.240
H38 -2.576 0.332 -0.150
H39 -3.334 -0.356 2.123